[1]
ORCA calculation (wB97M-V/def2-TZVPD) on 14 unconnected molecules or ions with the total composition C35H105N7O14 in a non-equilibrium geometry.

Element x y z (Å)
C 5.2449 5.4309 -1.9783
C 5.6182 4.7375 -0.6562
C 4.5802 3.6064 -0.5064
O 4.8554 2.8902 0.6758
C 4.6832 3.7015 1.8236
N 7.0105 4.1734 -0.6617
H 5.2462 4.6485 -2.7396
H 5.9721 6.1635 -2.3075
H 4.2448 5.8461 -1.9231
H 5.5300 5.3918 0.2199
H 4.6068 2.8679 -1.3147
H 3.5961 4.0845 -0.4796
H 5.4328 4.4834 1.9680
H 4.9104 3.0428 2.6671
H 3.6767 4.1017 1.9260
H 6.9990 3.2761 -0.1890
H 7.2831 3.9376 -1.6368
C 2.9814 -3.2665 -1.0600
C 4.2770 -3.8303 -1.6070
C 4.9819 -4.6475 -0.5677
O 6.1855 -5.1297 -1.1082
C 6.7295 -6.0386 -0.1860
N 4.0531 -4.6414 -2.8448
H 2.5375 -2.4987 -1.7225
H 3.1282 -2.8649 -0.0444
H 2.2190 -4.0618 -0.9687
H 4.9520 -3.0073 -1.7847
H 4.2867 -5.4711 -0.3416
H 5.1046 -4.1009 0.3675
H 6.0883 -6.8318 0.2090
H 6.9577 -5.4776 0.7431
H 7.6679 -6.4567 -0.5607
H 3.3987 -5.3915 -2.6475
H 4.9455 -5.0868 -3.0052
C -0.7713 3.4485 -2.9725
C -0.4555 4.7279 -2.2144
C -0.4141 4.5120 -0.7631
O -1.5954 3.8607 -0.3609
C -1.7320 3.7450 1.0428
N 0.8184 5.2638 -2.7168
H 0.1164 2.7925 -2.9491
H -0.9579 3.5858 -4.0467
H -1.5944 2.9147 -2.5248
H -1.2747 5.4133 -2.3861
H -0.1974 5.4883 -0.3371
H 0.4235 3.8499 -0.4955
H -1.7862 4.7331 1.5336
H -0.9442 3.0414 1.4478
H -2.6615 3.1928 1.2808
H 0.9541 6.2653 -2.5958
H 0.8454 5.1519 -3.7364
C -4.6316 -2.8148 7.7311
C -4.1498 -1.6827 6.8469
C -4.1471 -2.1970 5.4491
O -3.0348 -3.0378 5.3014
C -3.0637 -3.5096 3.9756
N -5.0420 -0.4293 6.8988
H -4.0522 -3.6817 7.5089
H -5.6481 -3.1045 7.5249
H -4.5699 -2.5383 8.7739
H -3.0826 -1.4518 7.0320
H -4.1989 -1.3407 4.7768
H -5.0302 -2.8467 5.3429
H -4.0684 -3.9222 3.8511
H -2.3533 -4.3285 3.9316
H -2.7933 -2.7785 3.2082
H -5.9887 -0.7343 6.6794
H -5.0228 -0.2755 7.9156
C -0.6831 -0.3357 -8.8752
C -1.3270 0.2177 -7.6526
C -0.4231 0.7641 -6.5633
O 0.5495 -0.2461 -6.2475
C 1.5480 0.1952 -5.4322
N -2.3224 1.2713 -7.9405
H 0.0136 -1.1775 -8.6763
H -0.1439 0.4456 -9.4130
H -1.4540 -0.5770 -9.5786
H -1.9479 -0.5290 -7.1512
H -0.9643 1.0977 -5.6859
H 0.0649 1.6874 -6.8954
H 2.0569 -0.7354 -5.1116
H 1.1267 0.6491 -4.5223
H 2.2386 0.9423 -5.8016
H -1.8424 1.9983 -8.4629
H -2.7290 1.6590 -7.1025
C 0.4170 -1.3927 4.7094
C -0.8343 -0.7400 5.1981
C -0.5852 0.0694 6.4478
O -0.2216 -0.7257 7.5211
C 0.1245 0.1024 8.5996
N -1.4349 0.1744 4.1813
H 0.8094 -2.1022 5.4007
H 1.1440 -0.5939 4.5233
H 0.1476 -1.7686 3.7391
H -1.6359 -1.4547 5.3185
H -1.4824 0.6588 6.7128
H 0.2334 0.7971 6.2219
H 0.9531 0.7744 8.3414
H 0.4497 -0.5412 9.3973
H -0.7016 0.7731 8.8684
H -0.9489 1.0680 4.0413
H -2.3711 0.3739 4.5149
C -2.7831 0.0314 -0.0169
C -1.3858 -0.5758 -0.1746
C -0.4061 0.4062 -0.6737
O 0.8442 -0.2272 -0.6739
C 1.8157 0.6963 -1.1106
N -0.9670 -1.1824 1.0545
H -3.3234 -0.6481 0.6545
H -3.2943 0.0216 -0.9794
H -2.7899 1.0424 0.4349
H -1.4764 -1.3691 -0.9123
H -0.4254 1.3442 -0.0969
H -0.6949 0.6364 -1.7044
H 1.5847 1.0816 -2.1204
H 2.7831 0.2075 -1.1289
H 1.9326 1.5815 -0.4451
H -0.0369 -1.5913 1.0652
H -1.1472 -0.6005 1.8616
C -3.4403 0.6100 -4.1001
O -3.2751 1.8791 -4.6438
H -2.8333 0.4649 -3.2094
H -4.4622 0.3642 -3.8723
H -3.1290 -0.1099 -4.8609
H -3.5255 2.5765 -4.0297
C -0.7560 -2.4443 -3.5767
O -0.6616 -2.8745 -4.9301
H -1.0822 -3.2253 -2.8470
H 0.2156 -2.0683 -3.2666
H -1.5588 -1.7063 -3.5583
H -0.3126 -2.1273 -5.4500
C -6.4323 0.8685 1.5918
O -7.6225 1.3884 1.0321
H -6.5619 -0.2015 1.8732
H -5.6504 0.7896 0.8471
H -6.1566 1.4108 2.4827
H -8.2429 1.2553 1.7430
C -5.4114 -1.8906 -1.8907
O -4.0437 -1.7104 -2.2163
H -5.6941 -2.8352 -2.3439
H -5.5833 -1.7978 -0.8289
H -5.9922 -1.1378 -2.4297
H -3.5612 -2.5018 -1.9433
C -2.7633 -4.3603 0.3501
O -1.4212 -3.8312 0.3915
H -3.2141 -4.5117 1.3525
H -3.3754 -3.6651 -0.2082
H -2.7637 -5.3259 -0.1697
H -1.4548 -2.9020 0.7335
C 1.6273 1.7740 2.3588
O 0.7274 2.2270 3.3973
H 1.9324 2.5882 1.7113
H 2.5597 1.4267 2.8216
H 1.1659 0.9784 1.7810
H 1.2272 2.8311 3.9461
C 6.0605 -0.3422 -0.8169
O 5.2640 -0.0748 0.3343
H 6.3056 -1.4028 -0.8166
H 5.5957 -0.0269 -1.7540
H 6.9953 0.2166 -0.7930
H 5.3701 0.8768 0.4385

## Properties
charge	0
gap between HOMO and LUMO	9.208	eV
LUMO level	0.2208	eV
E	-77086.00915	eV
energy above the lowest of the compared OMol25 structures with the same formula, charge and spin	56.5	kcal/mol

[2]
ORCA calculation (wB97M-V/def2-TZVPD) on a molecular structure, C6H18InO8P2 in a non-equilibrium geometry.

Element x y z (Å)
In 0.0977 -1.4868 -1.3766
C 10.6345 -0.4691 1.6181
O 9.3564 -1.0713 1.4551
P 8.0640 -0.1333 1.5374
O 6.7039 -0.7194 1.2336
O 8.4180 1.1622 0.5825
C 8.8208 0.9428 -0.8321
O 8.2747 0.4904 3.0500
C 8.3827 -0.3993 4.1700
H 11.1545 -0.3515 0.6674
H 11.1526 -1.0617 2.3720
H 10.5473 0.5465 2.0042
H 9.8281 1.3167 -1.0155
H 8.1142 1.4281 -1.5054
H 8.8086 -0.1173 -1.0853
H 7.5193 -0.3798 4.8350
H 9.2733 -0.1379 4.7417
H 8.5528 -1.3999 3.7728
C -9.5556 0.9867 -3.8131
O -8.6503 0.0988 -3.1621
P -8.2080 0.1365 -1.6196
O -6.7667 -0.0057 -1.2968
O -8.8556 1.5511 -1.1018
C -9.2806 1.7284 0.2257
O -9.1638 -0.9716 -0.8777
C -8.9495 -2.3809 -1.0547
H -9.5842 0.6986 -4.8639
H -9.1551 1.9944 -3.7026
H -10.5152 0.8673 -3.3101
H -9.6001 0.7809 0.6596
H -10.1334 2.4052 0.1742
H -8.4888 2.2962 0.7143
H -8.2089 -2.6640 -1.8026
H -9.8740 -2.8928 -1.3220
H -8.7138 -2.7885 -0.0716

## Properties
charge	+3
gap between HOMO and LUMO	0.855	eV
LUMO level	-15.7045	eV
E	-46613.79594	eV
energy above the lowest of the compared OMol25 structures with the same formula, charge and spin	37.2	kcal/mol

[3]
ORCA calculation (wB97M-V/def2-TZVPD) on a molecular structure, C9H22ClNO5P in a non-equilibrium geometry.

Element x y z (Å)
O 7.8549 -4.4264 -2.8176
C 6.8837 -4.2036 -2.2834
N 5.7964 -3.9728 -1.7398
P 4.5035 -4.7127 -2.4541
Cl 3.4026 -3.2895 -3.2896
H 3.7854 -5.3564 -1.4400
H 4.8661 -5.6389 -3.4461
C -0.3880 -0.4239 0.1288
O 0.3212 -0.5380 1.3543
C 0.7356 -1.8618 1.6389
C 2.2038 -2.0598 1.3281
O 2.4653 -1.9570 -0.0710
C 3.0051 -0.6918 -0.4301
H -0.4657 0.6327 -0.1201
H 0.1273 -0.9371 -0.6875
H -1.3970 -0.8322 0.2402
H 0.1229 -2.5874 1.0955
H 0.5815 -2.0247 2.7096
H 2.4943 -3.0696 1.6354
H 2.8164 -1.3493 1.8883
H 4.0544 -0.6325 -0.1217
H 2.4469 0.1322 0.0155
H 2.9534 -0.5981 -1.5150
C -5.4440 3.9163 0.0983
O -4.7352 3.7835 1.3188
C -4.3268 2.4510 1.5819
C -2.8613 2.2451 1.2638
O -2.6111 2.3648 -0.1321
C -2.0612 3.6257 -0.4774
H -5.5142 4.9779 -0.1320
H -4.9308 3.4137 -0.7248
H -6.4556 3.5104 0.2006
H -4.9455 1.7380 1.0294
H -4.4804 2.2745 2.6509
H -2.5782 1.2280 1.5544
H -2.2384 2.9414 1.8320
H -1.0074 3.6735 -0.1804
H -2.6085 4.4475 -0.0123
H -2.1245 3.7323 -1.5594

## Properties
charge	+1
gap between HOMO and LUMO	5.919	eV
LUMO level	-4.6602	eV
E	-43218.73962	eV

[4]
ORCA calculation (wB97M-V/def2-TZVPD) on a single C4H8O2 molecule in a non-equilibrium geometry.

Element x y z (Å)
C -1.0234 0.3154 -1.0604
C -0.1053 0.5269 0.1119
O -0.0860 1.8926 0.4035
C 0.0133 -0.5169 1.1726
C 1.3112 -0.5854 0.4182
O 1.7083 -1.5280 -0.4614
H -2.0836 0.3803 -0.7746
H -0.8932 -0.6838 -1.4869
H -0.8394 1.0392 -1.8642
H -0.2390 2.0806 1.3418
H 0.1320 -0.2033 2.2104
H -0.5750 -1.4284 1.0383
H 1.6034 0.5551 0.0687
H 1.0767 -1.8443 -1.1178

## Properties
SMILES	C[C@@]1(O)C[C@H]1O
charge	0
gap between HOMO and LUMO	8.383	eV
LUMO level	0.7487	eV
E	-8368.94653	eV
energy above the lowest of the compared OMol25 structures with the same formula, charge and spin	100.0	kcal/mol

[5]
ORCA calculation (wB97M-V/def2-TZVPD) on a gas-phase ion, C13H23N4O (charge +1) in a non-equilibrium geometry.

Element x y z (Å)
C 4.2085 -1.6708 -0.2292
C 3.6513 -0.2531 0.0051
C 2.8464 -0.1858 1.3086
C 2.9395 0.3494 -1.2244
C 1.4887 -0.0691 -1.5125
C 1.2435 -1.5825 -1.4670
C 0.5017 0.7487 -0.6513
O -0.4759 -0.1384 -0.0672
N -1.5965 0.5243 0.4417
C -1.4448 1.5076 1.3950
N -1.5499 1.2699 2.7574
N -1.2256 2.7462 1.0357
C -2.8722 0.0358 0.0890
C -3.9838 0.8696 0.0793
C -5.2115 0.3082 -0.2416
C -5.2689 -1.0436 -0.5547
N -4.1968 -1.8346 -0.5749
C -3.0260 -1.3120 -0.2495
H 5.1765 -1.7926 0.2578
H 4.3117 -1.8940 -1.2919
H 3.5444 -2.4358 0.1831
H 4.5228 0.3885 0.1738
H 2.6453 0.8600 1.5707
H 3.4500 -0.5823 2.1265
H 1.8981 -0.7234 1.2519
H 2.9824 1.4422 -1.1347
H 3.5397 0.1027 -2.1048
H 1.2746 0.2246 -2.5442
H 1.2632 -2.0011 -0.4634
H 0.2969 -1.8250 -1.9533
H 2.0184 -2.0676 -2.0630
H -0.0429 1.4579 -1.2869
H 1.0281 1.2750 0.1482
H -1.2237 0.3215 2.9376
H -2.5127 1.3041 3.0932
H -0.9969 2.9283 0.0648
H -0.8063 3.3748 1.7129
H -3.9080 1.9279 0.3078
H -6.1109 0.9090 -0.2593
H -6.2204 -1.5030 -0.7972
H -2.1579 -1.9615 -0.2695

## Properties
SMILES	CC(C)C[C@@H](C)CON(C(N)=[NH2+])c1cccnc1
charge	+1
gap between HOMO and LUMO	7.358	eV
LUMO level	-4.9702	eV
E	-21852.98292	eV
energy above the lowest of the compared OMol25 structures with the same formula, charge and spin	0.0	kcal/mol

[6]
ORCA calculation (wB97M-V/def2-TZVPD) on 7 unconnected molecules or ions with the total composition C37H48BrF9IN4O19 in a non-equilibrium geometry.

Element x y z (Å)
C 1.1079 -6.2723 -0.7500
C 1.7063 -5.2779 -1.4582
C 1.3613 -5.1025 -2.9099
N 0.5979 -3.8642 -3.2280
N -0.7663 -3.9561 -3.2252
C -1.2776 -2.7647 -3.5353
C -2.7240 -2.4502 -3.6037
C -2.9729 -0.9665 -3.3569
C -3.0495 -0.5757 -1.8755
F -1.9262 0.1524 -1.5975
F -3.0202 -1.6444 -1.0436
C -4.2272 0.3653 -1.5138
F -3.8934 0.9794 -0.3532
F -4.3382 1.3288 -2.4453
C -5.6030 -0.2948 -1.2372
F -6.4308 0.7166 -0.8927
F -5.5422 -1.1439 -0.2067
C -6.2861 -1.0082 -2.4304
F -6.3296 -0.2321 -3.5057
F -7.5360 -1.2834 -2.0745
F -5.6799 -2.1671 -2.7107
N -0.3002 -1.9083 -3.7487
C 0.8456 -2.5704 -3.5388
N 2.0295 -1.9508 -3.6128
I 3.8692 -2.7207 -3.2525
C 1.9386 -0.5306 -3.9536
C 1.3115 0.2381 -2.8084
O 0.5661 1.1383 -2.9671
Br 1.7271 -0.3468 -1.0198
H 1.6635 -7.0538 -0.2441
H 0.0261 -6.3421 -0.6529
H 2.3899 -4.5921 -0.9670
H 2.2457 -5.2285 -3.5196
H 0.7001 -5.9321 -3.1508
H -1.2676 -4.8032 -3.0085
H -3.1372 -2.7170 -4.5752
H -3.2438 -3.0922 -2.8967
H -2.1799 -0.3640 -3.7863
H -3.8879 -0.6670 -3.8573
H 1.3176 -0.4138 -4.8348
H 2.9243 -0.1341 -4.1749
C -0.4567 4.0577 -1.9868
C -1.2035 4.1722 -0.6833
C -2.1044 5.3806 -0.5517
O -2.1375 5.5686 0.8712
C -0.9698 5.0871 1.3683
O -0.5798 5.2485 2.4754
O -0.3098 4.3777 0.4222
H 0.1889 4.9209 -2.1543
H 0.1765 3.1756 -1.9704
H -1.1552 3.9728 -2.8197
H -1.7585 3.2479 -0.4920
H -3.1067 5.2206 -0.9413
H -1.6743 6.2733 -1.0117
C 5.4241 0.3893 1.5999
C 6.1744 -0.9099 1.4848
C 7.3184 -0.8839 0.5013
O 7.4049 -2.2633 0.1067
C 6.1719 -2.7945 0.2315
O 5.8566 -3.8546 -0.2202
O 5.3531 -1.9661 0.9104
H 4.9975 0.6695 0.6332
H 4.5989 0.3047 2.3048
H 6.0870 1.1815 1.9405
H 6.5077 -1.2422 2.4662
H 8.2541 -0.5466 0.9373
H 7.0953 -0.2876 -0.3875
C 0.4922 -3.5727 -7.6846
C 0.7440 -5.0562 -7.6069
C 0.0787 -5.8737 -8.6917
O -0.0849 -7.1458 -8.0427
C -0.1943 -6.9186 -6.7192
O -0.5390 -7.7104 -5.9064
O 0.1471 -5.6327 -6.4268
H -0.5748 -3.3543 -7.6193
H 0.9733 -3.0642 -6.8468
H 0.8783 -3.1597 -8.6153
H 1.8177 -5.2585 -7.5656
H 0.6787 -5.9727 -9.5915
H -0.9105 -5.4925 -8.9551
C -4.6535 3.1470 1.3944
C -5.1826 3.7501 2.6703
C -5.6668 5.1773 2.5482
O -5.4736 5.6705 3.8784
C -4.4454 4.9727 4.4238
O -3.8898 5.2605 5.4295
O -4.1415 3.8975 3.6503
H -3.8061 3.7264 1.0222
H -4.3014 2.1354 1.5706
H -5.4306 3.1205 0.6302
H -5.9588 3.1104 3.0999
H -6.7100 5.2577 2.2538
H -5.0498 5.7696 1.8673
C -1.6605 4.9816 6.9681
C -0.1756 5.1717 7.1408
C 0.5408 5.6921 5.9171
O 1.8675 5.1704 6.1063
C 1.7504 4.0288 6.8248
O 2.6206 3.2340 6.9797
O 0.5017 3.9136 7.3367
H -1.8684 4.2728 6.1676
H -2.1082 4.5818 7.8767
H -2.1408 5.9310 6.7333
H 0.0280 5.8005 8.0125
H 0.5563 6.7769 5.8542
H 0.1409 5.2820 4.9875
C 2.7540 -2.2396 5.9190
C 4.1056 -1.6252 6.1738
C 4.0702 -0.2558 6.8148
O 5.3000 0.3181 6.3491
C 5.5875 -0.2512 5.1638
O 6.4184 0.1424 4.4085
O 4.7968 -1.3293 4.9408
H 2.1631 -1.6061 5.2564
H 2.8569 -3.2103 5.4349
H 2.2153 -2.3734 6.8565
H 4.7327 -2.3108 6.7493
H 4.0444 -0.2847 7.9003
H 3.2439 0.3577 6.4489

## Properties
charge	+1
gap between HOMO and LUMO	7.894	eV
LUMO level	-3.7411	eV
E	-186604.43286	eV

[7]
ORCA calculation (wB97M-V/def2-TZVPD) on a molecular structure, C23H41LiN3O2V in a non-equilibrium geometry.

Element x y z (Å)
N 1.9773 -0.3322 -1.6030
C 3.1089 -2.1282 -0.1368
O 4.2220 -1.7606 0.0042
Li 3.8375 -0.4600 -1.2043
V 0.3947 0.0309 -1.6446
N -0.7669 -1.3488 -2.2323
N -0.3204 1.5624 -2.5644
C -0.3091 -2.7173 -2.4847
C 0.1117 2.9436 -2.2249
C 0.8213 -2.6654 -3.5112
C -1.4128 -3.6115 -3.0523
C 0.1707 -3.3298 -1.1647
C 0.0575 3.8930 -3.4243
C -0.7235 3.5200 -1.0857
C 1.5597 2.8338 -1.7757
H 0.4133 -2.2851 -4.4615
H 1.2001 -3.6834 -3.6716
H 1.6458 -2.0171 -3.2061
H -2.2299 -3.7779 -2.3321
H -0.9698 -4.5892 -3.2913
H -1.8284 -3.1893 -3.9793
H 1.0165 -2.7886 -0.7155
H 0.4832 -4.3700 -1.3311
H -0.6609 -3.3313 -0.4405
H 0.5738 3.4325 -4.2723
H 0.5924 4.8167 -3.1705
H -0.9675 4.1660 -3.7081
H -1.7533 3.7574 -1.3800
H -0.2663 4.4624 -0.7206
H -0.7906 2.8374 -0.2223
H 1.6331 2.4928 -0.7409
H 2.0446 3.7960 -1.8522
H 2.0906 2.1064 -2.4002
C -1.2861 1.4134 -3.6393
H -1.3459 0.3638 -3.9550
H -2.2843 1.7496 -3.2962
H -1.0025 2.0196 -4.5216
C -2.1881 -1.1303 -1.9959
H -2.6094 -1.8715 -1.2975
H -2.3632 -0.1223 -1.5816
H -2.7318 -1.2101 -2.9533
C -0.3933 3.8312 3.5092
C -0.0940 2.6371 2.6070
C 1.3162 2.7630 2.0314
C -0.3099 1.2907 3.2817
C -0.6340 1.1808 4.6255
C -0.7163 -0.0758 5.2513
C -0.4814 -1.2318 4.5187
C -0.2117 -1.1921 3.1679
C 0.0700 -2.4689 2.3746
C 1.4343 -3.0529 2.7357
C -1.0295 -3.5110 2.5725
C -0.1628 0.0878 2.4775
O 0.0184 0.1510 1.2058
H 0.3245 3.8849 4.3357
H -1.4070 3.7714 3.9224
H -0.3219 4.7628 2.9383
H -0.8055 2.6669 1.7684
H 2.0501 2.7758 2.8450
H 1.5447 1.9193 1.3758
H 1.4229 3.6926 1.4603
H -0.8058 2.0773 5.2152
H -0.9497 -0.1341 6.3139
H -0.5051 -2.2166 5.0222
H 0.0945 -2.1640 1.3202
H 1.4691 -3.2822 3.8107
H 1.6262 -3.9798 2.1792
H 2.2378 -2.3415 2.5156
H -2.0035 -3.0975 2.2794
H -0.8354 -4.4005 1.9567
H -1.0863 -3.8217 3.6230

## Properties
charge	+2
gap between HOMO and LUMO (alpha / beta)	4.786 / 2.683	eV
LUMO level (alpha / beta)	-9.5940 / -10.3898	eV
E	-58955.63043	eV

[8]
ORCA calculation (wB97M-V/def2-TZVPD) on a single C5H9NO molecule.

Element x y z (Å)
C 0.3923 -1.2093 -1.5378
C 0.4916 -1.4229 -0.0442
N 1.3604 -0.5785 0.7825
C -0.0837 -0.4939 0.9651
C -0.8442 0.7352 0.5567
C -0.3865 2.1017 0.8358
O -0.2683 1.5396 -0.4636
H -0.4873 -1.7178 -1.9487
H 1.2784 -1.6279 -2.0291
H 0.3253 -0.1513 -1.7966
H 0.5400 -2.4753 0.2377
H 1.6530 0.2240 0.2249
H -0.4378 -0.9267 1.9014
H -1.9230 0.5831 0.4718
H -1.1140 2.9095 0.9094
H 0.5517 2.2673 1.3638

## Properties
SMILES	C[C@H]1N[C@H]1[C@H]1CO1
charge	0
gap between HOMO and LUMO	10.403	eV
LUMO level	1.1316	eV
E	-8866.29517	eV
energy above the lowest of the compared OMol25 structures with the same formula, charge and spin	67.3	kcal/mol